# 1
This record from the OMol25 dataset describes 2 unconnected molecules or ions with the total composition C2H6Cl2P at a distorted geometry. The level of theory is ωB97M-V with the def2-TZVPD basis set.

```
11
Properties=species:S:1:pos:R:3
C 0.69814 0.42631 -1.33884
C -1.38055 -0.06060 0.85510
P 0.35808 -0.01018 0.38639
Cl 1.31119 1.14657 1.68429
Cl 1.72882 -2.63316 0.89720
H 0.17887 -0.33749 -1.99885
H 1.88429 0.30229 -1.44379
H 0.37120 1.46047 -1.68536
H -1.74525 0.87860 1.04795
H -1.63766 -0.72168 1.66908
H -1.76712 -0.45114 -0.07318
```

Summary:
E_HOMO (spin up / spin down) (eV): -15.22 / -15.21
Energy above the lowest of the compared OMol25 structures with the same formula, charge and spin (eV): 3.995
Total charge: +1

Atom charges from the natural (NBO) analysis, given in e for atoms 1 to 5:
1 C -1.0450
2 C -0.9679
3 P 1.4280
4 Cl -0.0665
5 Cl -0.1799



# 2
This record from the OMol25 dataset describes a molecular structure, C26H30F9N6O4S3. The level of theory is ωB97M-V with the def2-TZVPD basis set.

```
78
Properties=species:S:1:pos:R:3
C -3.49697 1.60950 -3.10610
C -2.49244 2.27548 -3.11936
S -1.06915 3.25009 -2.99807
O -1.12586 4.16411 -4.11622
O -1.16073 3.86228 -1.68483
N 0.19287 2.33080 -3.16675
S 0.35530 0.92495 -2.40552
O -0.43634 -0.12113 -3.01517
O 1.77319 0.66380 -2.26781
C -0.27172 1.11181 -0.71935
C 0.46250 0.13651 0.21427
C -0.39888 -0.56256 1.25891
F -1.62407 -0.01278 1.42586
F 0.22815 -0.44247 2.47611
C -0.57092 -2.10662 1.14965
F 0.65886 -2.65190 1.24345
F -1.26724 -2.52947 2.20755
S -1.38127 -2.81520 -0.40797
F -0.91415 -4.27305 0.05110
F -0.02309 -2.61617 -1.18953
F -1.88219 -1.38478 -0.84731
F -2.76033 -3.04149 0.35611
F -2.02034 -3.44042 -1.70127
H -4.40776 1.05042 -3.07613
H -0.07570 2.13973 -0.43586
H -1.34563 0.94941 -0.77070
H 1.04117 -0.58417 -0.36462
H 1.20109 0.70494 0.78236
N -0.40890 4.27718 1.17829
C 0.54639 5.24126 1.31779
C 0.78802 5.40494 2.65712
C -0.05651 4.49777 3.35422
C -0.78060 3.81519 2.41244
H -0.78167 3.95551 0.30035
H 0.97029 5.72386 0.45424
H 1.49272 6.09589 3.08895
H -0.12317 4.36132 4.42069
H -1.52500 3.04255 2.51595
N -4.00525 4.33790 0.79214
C -4.93775 3.36761 0.56099
C -6.17736 3.94104 0.67307
C -5.97904 5.31507 0.98139
C -4.62645 5.52607 1.04620
H -3.01138 4.19886 0.77921
H -4.64215 2.35700 0.33579
H -7.11939 3.43420 0.54578
H -6.74042 6.06144 1.13529
H -4.05619 6.41592 1.24935
N 1.65700 -4.43321 3.44030
C 2.92523 -4.80431 3.78826
C 2.83894 -5.71797 4.80635
C 1.45653 -5.90358 5.08066
C 0.75613 -5.09821 4.22004
H 1.41931 -3.77154 2.72179
H 3.77798 -4.38551 3.28336
H 3.67031 -6.19738 5.29588
H 1.02642 -6.55334 5.82441
H -0.30213 -4.94303 4.09735
N 6.39306 -5.78889 2.98420
C 7.55328 -6.16945 3.60258
C 7.48444 -7.51833 3.82456
C 6.23291 -7.96751 3.31800
C 5.58328 -6.87645 2.80651
H 6.17053 -4.85167 2.70520
H 8.32300 -5.45238 3.82994
H 8.24480 -8.11732 4.29714
H 5.85355 -8.97539 3.32960
H 4.62026 -6.78128 2.33685
N -0.89481 3.30838 -7.04949
C -0.00668 2.96569 -8.02493
C -0.71384 2.70540 -9.17220
C -2.08858 2.90161 -8.86840
C -2.16136 3.27364 -7.54901
H -0.66091 3.55106 -6.09699
H 1.05013 2.93354 -7.82293
H -0.29372 2.40668 -10.11854
H -2.92500 2.78284 -9.53742
H -3.00458 3.51568 -6.92514
```

Summary:
E_HOMO (eV): -5.89
Total charge: -1

Atom charges from the Mulliken analysis, given in e for atoms 1 to 5:
1 C 0.1446
2 C -0.6172
3 S 1.1286
4 O -0.8178
5 O -0.6298



# 3
This record from the OMol25 dataset describes a molecular structure, C38H31N4PPtS2 at a distorted geometry. The level of theory is ωB97M-V with the def2-TZVPD basis set.

```
77
Properties=species:S:1:pos:R:3
Pt -0.51240 0.69900 0.29190
C -2.46160 -0.23940 2.87580
C -1.06570 -0.06880 3.37860
C -0.76350 -0.03220 4.75320
C 0.54340 0.02930 5.15070
C 1.57530 0.01890 4.18810
C 2.93640 -0.02220 4.53200
C 3.88610 -0.08990 3.54210
C 3.52100 -0.09220 2.20040
C 2.19480 -0.02670 1.81040
S 1.83440 -0.12600 0.12400
C 1.18670 0.02370 2.81820
N -0.11260 0.01310 2.47590
H -3.18000 -0.33230 3.68650
H -2.50120 -1.13200 2.24970
H -2.74210 0.60460 2.24080
H -1.56430 -0.06080 5.47640
H 0.79860 0.06110 6.20050
H 3.20860 -0.01270 5.57700
H 4.93160 -0.14890 3.80050
H 4.27090 -0.16110 1.42710
N -1.95280 -0.42610 -0.46680
P -2.80320 0.59820 -1.27950
C -3.81220 1.78230 -0.30850
C -3.50370 3.12990 -0.17450
C -4.28140 3.93120 0.64250
C -5.34100 3.38940 1.35180
C -5.62610 2.03730 1.24880
C -4.86470 1.23800 0.41840
C -2.00410 1.69680 -2.52310
C -0.63840 1.55810 -2.72420
C 0.01570 2.35790 -3.64300
C -0.69630 3.31320 -4.34920
C -2.06380 3.44650 -4.15760
C -2.72380 2.62830 -3.26160
C -4.01780 -0.36320 -2.24060
C -3.60630 -1.65990 -2.52000
C -4.43850 -2.52200 -3.20540
C -5.68940 -2.08800 -3.61160
C -6.10340 -0.79690 -3.32770
C -5.26940 0.07300 -2.64840
H -2.66390 3.55220 -0.71510
H -4.06060 4.98550 0.72740
H -5.93620 4.02060 1.99550
H -6.43810 1.60740 1.81500
H -5.06130 0.17930 0.32320
H -0.09460 0.80280 -2.14940
H 1.07510 2.22550 -3.80580
H -0.19040 3.95020 -5.05910
H -2.62150 4.18440 -4.71350
H -3.79340 2.71570 -3.12830
H -2.63480 -1.97340 -2.16240
H -4.11440 -3.53120 -3.41370
H -6.34990 -2.76090 -4.13870
H -7.08560 -0.46880 -3.63180
H -5.59430 1.07760 -2.41780
S -0.00750 6.99170 -0.22490
C 0.09970 5.23830 0.11920
C -0.62660 4.68410 1.16610
C -0.43010 3.35400 1.48010
N 0.41170 2.56120 0.80000
C 1.10940 3.10800 -0.20630
C 0.99230 4.43030 -0.57680
C -1.32630 6.90700 -1.44660
C -1.02210 6.82140 -2.79390
C -2.07890 6.78930 -3.69120
N -3.34810 6.81840 -3.32380
C -3.62570 6.89950 -2.03510
C -2.65220 6.96100 -1.04930
H -1.30750 5.28890 1.74430
H -0.91770 2.90800 2.33980
H 1.82440 2.45360 -0.69050
H 1.60110 4.83460 -1.37040
H 0.00320 6.79360 -3.12790
H -1.89950 6.74230 -4.75650
H -4.67770 6.92260 -1.78270
H -2.90890 7.06260 -0.00660
```

Summary:
E_HOMO (spin up / spin down) (eV): -6.55 / -6.55
Total charge: 0

Atom charges from the Mulliken analysis, given in e for atoms 1 to 5:
1 Pt 1.1576
2 C -0.9294
3 C 0.6955
4 C -0.8776
5 C -0.8114



# 4
This record from the OMol25 dataset describes a single C7H9NO4 molecule at a distorted geometry. The level of theory is ωB97M-V with the def2-TZVPD basis set.

```
21
Properties=species:S:1:pos:R:3
C -2.46778 -0.21027 0.26435
C -1.70126 0.80580 0.97885
C -1.93155 -1.06670 -0.60372
C -0.41795 0.97885 0.76447
C -0.51657 -0.71326 -1.10415
C 0.39866 -0.01367 0.07463
C 2.41879 1.48474 -0.14485
N 0.72857 -1.24495 1.06170
O 0.01729 -1.28183 2.03855
O 1.62992 -2.01220 0.79527
O 0.08368 -1.86937 -1.55151
O 1.51164 0.48210 -0.73005
H -3.47727 -0.44462 0.68583
H -2.14887 1.53983 1.47558
H -2.59243 -1.66372 -1.23785
H 0.10157 1.77361 1.24866
H -0.58097 -0.02617 -1.92310
H 3.21553 1.42309 -0.89219
H 2.79600 1.11050 0.79914
H 1.93343 2.44741 -0.14105
H 0.99956 -1.49917 -1.85856
```

Summary:
E_HOMO (eV): -9.18
SMILES: CO[C@@]1([N+](=O)[O-])C=CC=C[C@@H]1O
Energy above the lowest of the compared OMol25 structures with the same formula, charge and spin (eV): 5.226
Total charge: 0

Atom charges from the natural (NBO) analysis, given in e for atoms 1 to 5:
1 C -0.2228
2 C -0.1463
3 C -0.1691
4 C -0.2364
5 C 0.0672